i:
Here is a molecular structure, CH4IOPS from the OMol25 dataset. Energies are from ωB97M-V/def2-TZVPD.

XYZ file:
```
9
Properties=species:S:1:pos:R:3:nbo_charge:R:1
C 0.33849 -0.75808 -0.12777 -0.497
O -2.18276 1.92364 0.68037 -0.856
P -3.29976 -0.76395 0.57359 0.189
S -3.06184 1.05385 -0.41310 0.279
I -4.22259 -1.76675 -1.43064 -0.098
H 0.55956 0.15664 0.38359 0.152
H 0.19894 -0.76778 -1.18353 0.171
H 0.28999 -1.66333 0.43836 0.173
H -1.24062 1.87223 0.46135 0.488
```

The value obtained for the highest occupied orbital energy (alpha / beta) is -9.05 / -7.78 eV. Its LUMO energy (alpha / beta) is -1.17 / -0.42 eV.

ii:
Here is a single CH4IOPS molecule from the OMol25 dataset. Energies are from ωB97M-V/def2-TZVPD.

XYZ file:
```
9
Properties=species:S:1:pos:R:3:nbo_charge:R:1
C -1.27878 -0.02275 -1.02965 -0.940
O 1.67536 -0.83286 2.24520 -0.829
P -0.45296 0.38405 0.60707 0.529
S 0.87866 -1.28597 0.89996 0.266
I 0.97243 2.23960 -0.55713 -0.244
H -0.54761 0.28400 -1.83935 0.254
H -2.11696 0.57762 -1.01435 0.235
H -1.57152 -1.03220 -1.12142 0.235
H 2.44139 -0.31150 1.80967 0.494
```

The value obtained for the highest occupied orbital energy is -8.93 eV. The SMILES is CP(I)SO. Its LUMO energy is -0.58 eV.

How far above the most stable structure does each one sit? In eV: i 2.454; ii 0.000.

i:
Here is a single CH4IOPS molecule from the OMol25 dataset. Energies are from ωB97M-V/def2-TZVPD.

XYZ file:
```
9
Properties=species:S:1:pos:R:3:nbo_charge:R:1
C -1.17739 0.78821 -0.20789 -1.032
O -0.59070 -1.55918 0.66587 -0.979
P -0.37948 -0.76889 -0.72799 1.210
S 1.91098 0.44019 -0.21231 -0.566
I 4.39201 0.22815 0.10497 0.062
H -1.37782 0.74101 0.86126 0.262
H -0.49949 1.61566 -0.42416 0.276
H -2.10179 0.94079 -0.76602 0.254
H -0.17633 -2.42593 0.70628 0.513
```

The value obtained for the highest occupied orbital energy (alpha / beta) is -8.29 / -8.29 eV. The SMILES is CP(O)SI. Its LUMO energy (alpha / beta) is -1.70 / -1.70 eV.

ii:
Here is 2 unconnected molecules or ions with the total composition CH4IOPS from the OMol25 dataset. Energies are from ωB97M-V/def2-TZVPD.

XYZ file:
```
9
Properties=species:S:1:pos:R:3:nbo_charge:R:1
C -0.68068 -0.69120 -1.29121 -0.953
O -0.36153 1.17601 0.53598 -0.993
P 0.34548 -0.23144 0.17224 1.124
S 2.24572 0.04445 -0.31061 -0.430
I 1.10698 0.40698 4.25651 -0.007
H -0.18222 -1.49545 -1.82879 0.251
H -1.66569 -1.00448 -0.96315 0.242
H -0.75700 0.19859 -1.91654 0.249
H -0.05106 1.59654 1.34556 0.515
```

The value obtained for the highest occupied orbital energy (alpha / beta) is -9.29 / -8.44 eV. Its LUMO energy (alpha / beta) is -1.83 / -3.50 eV.

How far above the most stable structure does each one sit? In eV: i 0.238; ii 0.000.

i:
Here is a molecular structure, C4H10S2 from the OMol25 dataset. Energies are from ωB97M-V/def2-TZVPD.

XYZ file:
```
16
Properties=species:S:1:pos:R:3:nbo_charge:R:1
C -2.48905 0.53330 1.21360 -0.406
C -2.42609 0.09488 -0.13651 -0.308
S 0.06480 -1.63934 0.82157 -0.560
S 1.22571 -0.01069 1.32537 0.028
C 1.80489 0.59572 -0.28777 -0.537
C 2.48130 -0.52734 -1.08853 -0.636
H -1.69463 -0.42564 0.78405 0.361
H -1.81996 1.31599 1.54980 0.249
H -3.28885 0.21039 1.86971 0.252
H -2.15643 0.69267 -0.98980 0.256
H -3.05218 -0.74683 -0.43732 0.238
H 2.56274 1.38271 -0.12030 0.218
H 0.88631 1.04862 -0.68980 0.195
H 2.74523 -0.28240 -2.12398 0.203
H 3.38324 -0.89222 -0.58382 0.212
H 1.77297 -1.34980 -1.10626 0.234
```

The value obtained for the highest occupied orbital energy is -6.74 eV. Its LUMO energy is -1.26 eV.

ii:
Here is a single C4H10S2 molecule from the OMol25 dataset. Energies are from ωB97M-V/def2-TZVPD.

XYZ file:
```
16
Properties=species:S:1:pos:R:3:nbo_charge:R:1
C 0.26134 -1.74081 2.76097 -0.624
C 0.30280 -0.52640 1.81142 -0.519
S 1.33341 -0.87197 0.33499 0.071
S 1.14683 0.92503 -0.69313 0.070
C -0.15320 0.48022 -1.90563 -0.524
C -0.64846 1.76299 -2.65254 -0.628
H -0.35292 -1.54916 3.63884 0.220
H -0.14913 -2.60065 2.28292 0.211
H 1.26541 -2.02261 3.08529 0.214
H -0.68041 -0.25357 1.43754 0.208
H 0.73375 0.39032 2.29637 0.217
H -1.00538 0.02875 -1.32301 0.217
H 0.32980 -0.21323 -2.60530 0.217
H -1.42454 1.44092 -3.40540 0.221
H -1.12516 2.48254 -1.87698 0.214
H 0.16587 2.26764 -3.18636 0.215
```

The value obtained for the highest occupied orbital energy is -8.73 eV. The SMILES is CCSSCC. Its LUMO energy is 0.78 eV.

How far above the most stable structure does each one sit? In eV: i 4.126; ii 0.000.

i:
Here is a molecular structure, C14H22F5N4O4PS2TaTe from the OMol25 dataset. Energies are from ωB97M-V/def2-TZVPD.

XYZ file:
```
54
Properties=species:S:1:pos:R:3:lowdin_spin:R:1
Ta -0.82387 -0.00282 0.84414 0.004
C 5.45952 2.81441 -1.56440 0.000
C 4.60757 3.10664 -0.36180 0.002
O 3.65299 1.98666 -0.21044 0.000
P 2.48041 2.02420 0.80476 0.046
S 1.73752 0.14759 0.69680 0.034
S 1.14902 3.52380 0.31922 0.815
O 3.13559 2.43349 2.14794 0.040
C 2.48561 2.66520 3.45422 0.002
C 2.45637 4.14142 3.73756 0.011
H 6.18076 3.62209 -1.68890 0.000
H 4.85504 2.75108 -2.46743 0.000
H 6.00903 1.88382 -1.43263 0.000
H 4.02350 4.02020 -0.48441 0.002
H 5.18249 3.16039 0.56007 0.000
H 3.11277 2.12381 4.15723 0.001
H 1.49741 2.21197 3.43172 0.000
H 3.46092 4.56120 3.72149 0.000
H 2.02950 4.30308 4.72744 0.000
H 1.83290 4.67605 3.01916 0.011
C -4.16084 -1.46351 0.56975 0.000
C -3.34537 -1.15266 -0.63008 0.000
O -2.14268 -0.76414 -0.51670 0.000
C -3.87657 -1.28321 -1.96595 0.000
C -3.09857 -0.88790 -3.06750 0.000
C -3.60962 -0.98980 -4.34319 0.000
C -4.89541 -1.48838 -4.53467 0.000
C -5.67591 -1.88311 -3.45406 0.000
C -5.17325 -1.77995 -2.17320 0.000
H -3.61415 -1.30589 1.49189 0.000
H -4.48695 -2.50430 0.51548 0.000
H -5.05972 -0.84518 0.56545 0.000
H -2.10551 -0.49328 -2.90599 0.000
H -3.01721 -0.68051 -5.19277 0.000
H -5.29431 -1.56696 -5.53750 0.000
H -6.67325 -2.26661 -3.61651 0.000
H -5.78636 -2.08586 -1.33706 0.000
N 2.86862 -3.91711 -0.33994 0.000
C 1.80443 -4.71514 -0.25240 0.000
N 1.92957 -6.01812 -0.44760 0.000
N 0.57143 -4.26562 0.02634 0.000
C 0.30376 -3.04198 0.19753 0.000
N 0.03010 -1.92566 0.41016 0.001
H 3.78676 -4.28165 -0.53262 0.000
H 2.79236 -2.93399 -0.13873 0.000
H 2.81544 -6.45850 -0.62877 0.000
H 1.10683 -6.59447 -0.37681 0.000
F -1.52615 -1.00007 2.26816 0.001
Te -1.73321 2.74377 2.30252 0.000
F -0.74438 1.40925 -0.43960 0.030
F -2.75697 2.11625 3.69742 0.000
F -0.67587 3.70497 3.50796 0.000
F -2.61895 1.06787 1.20749 0.000
O -0.46313 1.39717 2.25981 -0.001
```

The value obtained for the highest occupied orbital energy (alpha / beta) is -14.69 / -14.69 eV. As for the total charge: +2. Its LUMO energy (alpha / beta) is -6.47 / -8.65 eV. As for the spin multiplicity: 2.

ii:
Here is a molecular structure, C14H22F5N4O4PS2TaTe from the OMol25 dataset. Energies are from ωB97M-V/def2-TZVPD.

XYZ file:
```
54
Properties=species:S:1:pos:R:3:lowdin_spin:R:1
Ta -1.52555 0.30196 0.52392 0.001
C 2.72136 3.02188 4.02409 0.000
C 3.23858 1.61952 3.81342 0.000
O 3.08272 1.23046 2.40610 0.005
P 2.04589 0.21176 1.87004 0.056
S 2.43904 0.04881 -0.11457 0.780
S 0.13284 0.79309 2.44783 0.036
O 2.40308 -1.11034 2.62721 0.028
C 1.71960 -2.38882 2.60809 0.001
C 2.30162 -3.21448 3.73356 0.000
H 2.85585 3.29291 5.07038 0.000
H 1.66146 3.08328 3.78016 0.000
H 3.26715 3.73434 3.40803 0.000
H 2.72190 0.89944 4.44796 0.000
H 4.30726 1.55713 4.00478 0.000
H 1.90347 -2.85544 1.63874 0.001
H 0.64785 -2.22461 2.73269 0.000
H 3.38661 -3.24158 3.64597 0.000
H 1.92895 -4.23615 3.68257 0.000
H 2.03931 -2.78433 4.69806 0.000
C 1.73822 3.24217 -1.83495 0.003
C 0.46428 2.61477 -1.40825 0.014
O 0.37632 1.94588 -0.37303 0.064
C -0.73862 2.70848 -2.29670 0.003
C -0.68673 2.08505 -3.54099 0.001
C -1.86567 1.79289 -4.21594 0.000
C -3.09341 2.17248 -3.66779 0.000
C -3.12739 2.92494 -2.47381 0.000
C -1.95107 3.19179 -1.79584 0.000
H 2.58992 2.67454 -1.46429 0.002
H 1.78488 4.23999 -1.38562 0.000
H 1.78090 3.37059 -2.91420 0.000
H 0.25837 1.75907 -3.95626 0.000
H -1.83716 1.28291 -5.16910 0.000
H -4.00782 1.99987 -4.22472 0.000
H -4.06851 3.33051 -2.12367 0.000
H -1.97021 3.76050 -0.87625 0.000
N -2.03028 -4.16049 -2.09555 0.000
C -1.01262 -4.53769 -1.34036 0.000
N -0.58975 -5.79284 -1.33298 0.000
N -0.35936 -3.67785 -0.55322 0.000
C -0.48181 -2.49902 -0.20320 0.000
N -0.43354 -1.41192 0.25828 0.001
H -2.49670 -4.81044 -2.70778 0.000
H -2.36356 -3.20495 -2.09712 0.000
H -1.05075 -6.51738 -1.85781 0.000
H 0.19576 -6.04872 -0.75884 0.000
F -2.31775 -1.28091 -3.15782 0.000
Te -3.17930 0.06661 -1.98158 0.000
F -1.95689 2.03922 0.93377 0.000
F -3.09052 -1.56839 -0.79478 0.000
F -2.43490 -0.54163 1.85371 0.000
F -3.80082 0.71924 -0.13150 0.000
O -1.52250 0.39189 -1.36083 0.001
```

The value obtained for the highest occupied orbital energy (alpha / beta) is -15.10 / -15.07 eV. As for the total charge: +2. Its LUMO energy (alpha / beta) is -6.69 / -8.69 eV. As for the spin multiplicity: 2.

How far above the most stable structure does each one sit? In eV: i 0.000; ii 2.350.